The following is a quantum chemistry calculation of a gas-phase ion, C28H25N2O2 (charge +1), from the OMol25 dataset.

Calculated values
**Relative energy (zero: lowest compared OMol25 entry of this formula, charge and spin)**: 1.7042 eV
**Maximum force**: 3.38 eV/Å
**SMILES string**: COc1ccc([C@H](c2ccc(Oc3ccccc3)cc2)[n+]2cn(C)c3ccccc32)cc1
**Charge**: +1
**E**: -36509.1352 eV
**HOMO energy**: -10.8 eV

Each line ends with the Mulliken charge.
Positions of all 57 atoms, in Å:
C1 4.6516 -0.5211 -4.3582  -0.42
C2 5.0312 -0.6288 -1.9614  -0.26
C3 -1.4202 -4.2257 5.5399  -0.82
H1 4.8660 -2.3692 -3.2387  0.37
N1 2.3959 3.3241 6.3010  0.13
C4 -1.1282 0.4174 4.3201  -0.06
H2 3.9394 2.7919 7.6781  0.34
C5 -0.5695 5.2948 7.3875  -0.63
H3 4.3713 4.1062 6.5733  0.35
H4 0.0596 2.2511 3.0074  0.60
C6 3.7889 1.3200 0.2695  0.89
C7 3.3607 2.5284 0.8494  -0.89
H5 -2.1900 -4.7351 6.1104  0.26
H6 5.3302 -1.1748 -1.0636  0.54
C8 0.7583 4.8568 7.4750  -1.04
O1 4.7694 1.4740 -0.7102  -0.44
H7 -1.2224 -4.7572 4.5975  0.33
C9 0.2091 0.2771 3.9376  0.17
C10 4.7656 1.5327 -3.0951  -0.46
H8 3.6357 3.4704 0.3833  0.38
C11 4.8382 0.7632 -1.9193  0.20
H9 4.5243 1.4819 -5.2253  0.37
H10 3.1604 1.9041 4.8799  0.53
H11 3.2210 4.4130 7.9024  0.25
H12 3.5101 -0.8537 0.1171  0.33
H13 -1.5818 1.4296 4.2685  0.06
C12 0.3022 3.3792 5.5730  0.59
C13 -0.9882 3.8398 5.4561  -0.36
C14 1.9768 1.3343 2.3931  -0.12
H14 4.7886 2.6174 -3.0023  0.40
C15 2.4527 2.5331 1.8915  -0.53
C16 4.6274 0.8805 -4.3186  -0.38
C17 0.8590 -0.9630 4.1248  -0.71
C18 0.8434 1.5017 3.3697  0.32
C19 3.5282 3.6680 7.1399  -0.79
H15 -2.9489 -0.5957 4.8904  0.42
H16 4.5059 -1.0226 -5.3228  0.35
C20 2.2927 2.4768 5.2173  -0.49
C21 1.1395 3.8777 6.5544  0.91
O2 -2.0536 -2.9474 5.2817  -0.43
C22 -1.8718 -0.6627 4.7520  -0.98
H17 -0.4935 -4.1311 6.1283  0.35
C23 -1.4108 4.7879 6.3934  -0.95
C24 -1.2400 -1.9217 4.9066  0.82
H18 2.0810 3.4719 2.3609  0.37
H19 -1.6027 3.4807 4.6607  0.53
C25 3.3044 0.0735 0.6829  -0.85
H20 1.9464 -1.0946 3.9563  0.72
C26 2.4012 0.1014 1.7703  -0.62
C27 0.1315 -2.0636 4.5875  -0.67
N2 1.0452 2.4999 4.7498  0.36
H21 1.5019 5.2082 8.1730  0.29
H22 -0.9150 6.0332 8.1092  0.41
C28 4.8402 -1.2751 -3.1914  -0.47
H23 -2.4219 5.1649 6.3559  0.40
H24 1.9656 -0.8485 2.0728  0.67
H25 0.6219 -3.0480 4.5837  0.38

Cartesian forces, eV/Å:
-0.35 -0.05 -0.12
-0.46 0.54 -0.25
-0.47 0.41 -0.11
0.13 0.48 -0.03
-0.30 -0.62 -0.48
-0.35 0.08 -0.10
-0.43 0.34 -0.29
1.22 -0.27 0.37
-0.61 -0.16 0.05
0.93 -1.63 -0.38
0.90 -0.02 -1.01
-0.14 0.05 -0.32
0.23 -0.34 0.02
-0.37 0.14 -0.28
-0.64 -0.43 -0.58
-0.17 0.16 0.36
-0.02 0.19 0.26
0.21 -0.32 0.17
-0.37 -0.53 0.61
0.35 -0.25 0.11
-0.07 -0.27 -0.04
0.05 -0.35 0.25
-0.63 0.17 -0.19
0.17 -0.62 -0.67
-0.02 0.72 0.67
0.14 -0.99 -0.18
-0.10 -0.53 -1.05
-0.38 0.65 0.72
0.25 -0.58 0.01
-0.20 -0.25 -0.08
0.41 0.41 -0.02
0.44 -0.16 0.34
-0.18 0.37 0.30
-2.48 1.05 1.01
1.36 -0.10 0.55
0.28 0.02 0.27
0.09 0.15 0.50
-0.25 1.74 2.17
0.81 0.03 -0.36
1.22 0.17 0.00
0.32 -0.53 0.03
-0.42 0.08 -0.15
-0.15 -0.31 -0.45
-0.06 0.05 -0.62
0.41 -0.63 -0.70
-0.55 0.04 -0.22
-0.94 0.74 0.66
-0.99 0.16 0.08
-0.30 0.65 -0.07
-0.32 -0.10 -0.08
3.21 -0.99 -0.39
-0.39 0.30 0.23
-0.07 -0.17 -0.31
0.37 0.34 -0.15
-0.08 -0.05 -0.13
0.10 0.43 -0.19
-0.31 0.60 0.29